87
Properties=species:S:1:pos:R:3:forces:R:3:lowdin_charge:R:1 method="wB97M-V/def2-TZVPD" lumo_energy_ev=2.01 mol_weight_g_mol=908.5 de_lowest_kj_mol=793.17 gap_ev=4.99 homo_ev=-2.974 e_tot_ha=-3911.38528 charge=-1
C -3.516186 -3.563048 1.252439 0.2 -0.2 0.0 -0.1398
C -3.584965 -2.277997 0.227883 1.0 -0.4 0.1 -0.3862
C -3.714186 -2.877954 -1.293766 -1.0 -0.3 0.2 -0.1447
C -2.191078 -1.386083 0.470744 -1.0 -0.9 -0.2 -0.1958
C -0.963368 -1.958863 -0.444664 0.3 1.0 -0.7 -0.2110
C 0.544451 -1.438659 0.018204 -1.8 0.9 0.4 -0.2942
C 0.442758 -0.177429 1.087171 1.6 -0.1 -0.5 -0.2280
C -0.049343 1.243416 0.364700 0.1 0.0 1.0 -0.1887
C 1.218187 2.320940 0.419396 -0.3 0.1 1.5 -0.1123
C 0.745676 3.880086 0.227867 0.6 2.6 -5.7 -0.2692
O 0.952194 4.501186 -0.959746 -1.3 -3.6 7.5 -0.0594
O 0.135823 4.701010 1.300008 0.1 -2.2 -1.9 -0.0336
O 1.231273 -2.592820 0.690563 -3.0 -1.2 2.8 -0.2021
C 0.409774 -3.134210 1.781013 -2.8 0.6 7.1 -0.2430
N -0.249209 -3.284030 2.912016 5.4 1.0 -9.7 0.0370
H -3.207711 -3.260231 2.359479 -0.8 -0.5 -2.4 0.0726
H -4.529719 -4.191256 1.269376 2.2 1.4 -0.1 0.0747
H -2.637746 -4.269992 0.870138 -1.9 1.5 0.8 0.0785
H -4.479482 -1.548348 0.427203 1.4 -1.6 -0.2 0.1173
H -4.774074 -3.411256 -1.385618 2.1 1.1 0.2 0.0741
H -3.720837 -2.012003 -2.080202 0.3 -1.7 1.4 0.0701
H -2.918668 -3.730341 -1.535148 -1.6 2.2 0.5 0.0824
H -1.999416 -1.460646 1.646616 -0.2 0.4 -2.7 0.0977
H -2.410269 -0.276876 0.135340 0.5 -2.1 0.9 0.0986
H -1.004407 -3.139240 -0.618860 0.3 2.5 0.7 0.1008
H -1.119154 -1.498426 -1.535546 0.2 -1.1 2.2 0.1005
H -0.132660 -0.421835 2.073537 0.7 0.6 -1.6 0.0824
H 1.571172 0.034966 1.415499 -2.3 -0.6 -0.6 0.0993
H -0.428164 1.054254 -0.733950 0.8 0.5 2.2 0.1219
H -0.890272 1.721789 1.049685 1.6 -1.1 -1.7 0.0997
H 1.641172 2.236595 1.530430 -0.9 0.3 -2.4 0.1263
H 2.087815 2.021987 -0.308624 -1.9 0.9 1.2 0.1362
H -0.857840 4.564491 1.348124 1.7 -0.2 -0.3 0.1025
C 1.026808 -7.341130 1.609971 -0.7 0.8 0.4 -0.0494
C 1.878198 -8.489783 2.170712 -1.1 -0.2 -0.1 -0.4303
C 3.320560 -8.531789 1.676596 1.0 -0.3 0.1 -0.2867
F 3.420859 -8.633020 0.332423 0.3 -0.1 0.6 0.0812
F 3.966332 -9.618639 2.182439 -0.3 0.0 0.2 0.0816
F 1.235882 -9.666626 1.944922 0.4 0.1 0.1 0.1149
F 1.904997 -8.342945 3.534449 0.4 0.2 -0.4 0.0988
O 0.225068 -7.637738 0.459586 1.5 -0.6 -1.2 0.0319
C 0.915443 -7.610167 -0.789298 -0.5 1.9 1.6 -0.4750
C 1.069842 -8.998751 -1.425896 0.0 -0.7 -0.3 -0.2667
F 1.629810 -9.891750 -0.574644 -0.5 0.2 -0.3 0.0810
F 1.872261 -8.947310 -2.522610 -0.2 0.4 0.2 0.0899
F 2.097752 -6.969055 -0.618253 -0.6 -0.2 -0.8 0.1214
F 0.177448 -6.811399 -1.607543 0.3 -0.9 0.1 0.1385
H 0.294774 -7.090425 2.387832 0.1 -0.2 -0.2 0.1536
H 1.606093 -6.419642 1.474354 0.0 -0.3 0.0 0.1453
H 3.875795 -7.644527 1.997466 -0.2 0.1 0.0 0.1768
H 0.097839 -9.393080 -1.732023 -0.1 0.2 0.1 0.1727
C 6.429933 5.196283 0.276324 0.2 -1.0 0.4 -0.0553
C 6.722163 6.145219 -0.895352 -0.8 -0.8 -0.5 -0.4311
C 6.854015 7.618227 -0.522272 0.2 1.1 -0.2 -0.2895
F 5.750217 8.117087 0.077624 0.7 0.1 -0.3 0.0838
F 7.048944 8.376581 -1.636293 0.1 -0.4 -0.1 0.0856
F 5.785771 5.954325 -1.862431 0.4 0.3 0.3 0.1255
F 7.910335 5.744395 -1.451812 0.0 0.4 0.4 0.0954
O 5.054334 4.869324 0.510782 -0.4 1.8 0.3 0.0369
C 4.310293 5.845645 1.238993 1.4 -1.3 0.5 -0.4669
C 3.253088 6.560743 0.385640 -0.9 0.1 -0.6 -0.2628
F 3.780657 7.088204 -0.745333 -0.3 -0.4 0.2 0.0866
F 2.686716 7.590171 1.070332 0.4 -0.2 0.3 0.0930
F 5.179301 6.699089 1.834474 -0.7 -0.2 0.3 0.1104
F 3.700903 5.172491 2.252745 -0.1 0.4 -0.7 0.1392
H 6.892373 4.235241 0.018754 -0.2 0.2 -0.2 0.1511
H 6.937059 5.503625 1.199074 -0.2 0.2 -0.3 0.1441
H 7.710389 7.784819 0.139048 0.0 -0.2 0.0 0.1730
H 2.460341 5.867961 0.093062 0.1 -0.1 0.1 0.1364
C -5.835590 4.390232 -1.028167 -0.9 0.7 0.0 -0.0541
C -4.776097 3.887953 -0.036254 -0.9 -0.7 0.3 -0.4277
C -3.362802 3.770997 -0.597722 1.1 -0.2 -0.1 -0.2757
F -3.279165 2.943022 -1.662884 0.3 0.4 0.6 0.0908
F -2.518032 3.260023 0.340046 -0.4 0.3 0.2 0.0716
F -5.199393 2.715156 0.505853 0.3 0.4 -0.2 0.1248
F -4.742589 4.781397 1.004272 0.3 0.1 -0.5 0.0980
O -6.598414 3.389919 -1.714912 1.5 -0.7 -0.8 0.0305
C -5.955727 2.800915 -2.845009 -0.6 2.0 0.4 -0.4732
C -5.567544 1.332190 -2.622711 0.4 -1.0 0.3 -0.2647
F -4.833760 1.162411 -1.496489 -0.6 0.0 -0.4 0.0827
F -4.815272 0.863817 -3.654222 -0.3 0.5 0.0 0.0951
F -4.905646 3.580260 -3.202906 -0.6 -0.6 -0.5 0.1187
F -6.846588 2.888411 -3.870145 0.3 -0.5 0.5 0.1334
H -6.581455 4.934004 -0.435047 0.2 -0.3 0.0 0.1496
H -5.436844 5.142480 -1.719708 0.2 -0.4 0.1 0.1461
H -2.970161 4.749953 -0.890895 -0.2 0.1 0.0 0.1799
H -6.459053 0.706031 -2.538251 -0.1 0.2 -0.1 0.1753